Entry 1:
{
  "formula": "C2H4N2O2",
  "method": "ωB97M-V with the def2-TZVPD basis set",
  "species": ["O", "O", "N", "N", "C", "C", "H", "H", "H", "H"],
  "xyz": [[-0.144, -1.257, 1.557], [0.374, 1.781, 0.545], [0.680, 0.550, 0.134], [-0.400, -0.328, 0.536], [-0.645, -0.656, -0.820], [0.055, 0.353, -1.366], [0.300, 1.091, -2.153], [0.485, 1.735, 1.486], [-1.312, -1.416, -1.154], [0.606, -1.853, 1.236]],
  "forces_ev_per_a": [[1.559, -0.855, -1.452], [-0.462, 2.868, 0.335], [-0.194, -2.228, -3.353], [-0.886, -0.320, -0.174], [-0.067, 0.507, -0.412], [1.743, 0.184, 3.264], [-0.545, -1.090, 0.527], [0.262, 0.341, 0.946], [-0.273, -0.375, -0.231], [-1.136, 0.969, 0.551]],
  "smiles": "On1ccn1O",
  "total_charge": 0,
  "e_homo_ha": -0.33954,
  "spin_multiplicity": 1
}

Entry 2:
{
  "formula": "C4H9N3S",
  "method": "ωB97M-V with the def2-TZVPD basis set",
  "species": ["S", "N", "N", "N", "C", "C", "C", "C", "H", "H", "H", "H", "H", "H", "H", "H", "H"],
  "xyz": [[-2.727, -0.431, 0.049], [1.882, -0.975, 0.035], [2.209, 0.347, -0.278], [-0.074, 0.023, 1.720], [1.122, 1.057, -0.155], [-1.344, 0.673, -0.452], [-0.071, 0.136, 0.162], [0.471, -1.141, -0.471], [1.061, 2.199, -0.434], [-0.080, -2.028, 0.054], [-1.144, 0.614, -1.558], [-3.551, 0.466, -0.768], [-1.565, 1.688, -0.243], [0.016, 0.941, 2.218], [0.412, -1.030, -1.659], [2.681, -1.798, -0.261], [0.704, -0.742, 2.040]],
  "forces_ev_per_a": [[-1.301, 2.473, -1.913], [1.574, -3.203, -1.740], [-0.449, 1.112, 0.504], [1.108, -2.000, -0.437], [0.890, 0.078, -1.541], [0.671, -2.051, -0.812], [1.151, 2.026, 1.778], [-0.187, -0.733, 0.764], [0.385, -2.478, 0.886], [1.197, 1.203, -1.539], [-0.525, -0.013, 0.898], [0.761, -1.925, 1.408], [-0.111, 0.923, 0.650], [0.213, -1.371, -0.923], [-0.032, -0.644, 2.510], [-3.023, 3.585, 0.616], [-2.322, 3.019, -1.111]],
  "smiles": "N[C@@]1(CS)C=NNC1",
  "total_charge": 0,
  "e_homo_ha": -0.32491,
  "spin_multiplicity": 1
}

Entry 3:
{
  "formula": "C26H25Ge2N4O8RuS",
  "method": "ωB97M-V with the def2-TZVPD basis set",
  "species": ["Ru", "Ge", "Ge", "S", "O", "O", "O", "O", "O", "O", "O", "O", "N", "N", "N", "N", "C", "C", "C", "C", "C", "C", "C", "C", "C", "C", "C", "C", "C", "C", "C", "C", "C", "C", "C", "C", "C", "C", "C", "C", "C", "C", "H", "H", "H", "H", "H", "H", "H", "H", "H", "H", "H", "H", "H", "H", "H", "H", "H", "H", "H", "H", "H", "H", "H", "H", "H"],
  "xyz": [[-1.042, -0.177, 0.474], [1.101, -0.399, -0.324], [2.157, -2.686, -0.945], [-1.704, -2.085, -0.511], [-7.237, 3.750, -0.041], [-1.958, 2.291, -2.834], [-3.975, 2.345, -3.609], [-2.179, 1.925, 3.261], [-1.924, -0.760, 2.136], [-2.081, 0.953, -0.782], [-0.898, 1.413, 1.542], [-6.474, 4.027, 1.992], [-2.032, 1.877, 2.050], [-1.882, -2.090, 2.230], [-6.373, 3.676, 0.840], [-3.200, 2.350, -2.674], [2.967, 2.789, 1.808], [1.191, -3.080, -2.672], [3.744, 2.132, 2.749], [-5.103, 3.184, 0.402], [0.787, 1.842, -2.219], [1.044, 2.706, -3.272], [-2.770, 1.924, -0.348], [-1.676, -4.249, 1.220], [2.368, 0.604, 0.880], [-4.896, 3.170, -1.009], [2.697, 0.536, -2.785], [-4.219, 2.946, 1.446], [-3.706, 2.574, -1.274], [-1.452, -4.813, 2.462], [2.221, 2.542, -4.015], [2.946, 1.413, -3.810], [-3.037, 2.261, 1.053], [-1.798, -2.881, 1.075], [-1.464, -2.545, 3.455], [4.018, 0.797, 2.629], [1.604, 0.726, -1.951], [4.185, -2.582, -1.049], [3.211, 0.017, 1.774], [-1.341, -3.923, 3.561], [1.948, -4.109, 0.348], [2.296, 2.009, 0.848], [2.023, -3.707, 1.365], [3.201, -1.072, 1.868], [3.817, 1.198, -4.478], [4.686, -3.368, -0.470], [-1.472, -1.882, 4.305], [0.393, 3.496, -3.542], [-4.407, 3.019, 2.506], [0.135, -3.103, -2.475], [1.536, -4.082, -2.950], [-0.984, -4.313, 4.528], [-0.043, 2.066, -1.580], [2.542, 3.357, -4.714], [1.020, -4.578, 0.223], [2.818, -4.795, 0.121], [3.495, -0.169, -2.492], [-1.324, -5.896, 2.556], [4.396, -2.697, -2.123], [1.386, -2.316, -3.508], [-1.679, -4.824, 0.288], [4.616, -1.630, -0.716], [-5.618, 3.553, -1.772], [4.704, 0.303, 3.317], [2.830, 3.880, 1.858], [4.175, 2.626, 3.643], [1.694, 2.533, 0.128]],
  "forces_ev_per_a": [[-2.744, 0.142, 0.046], [4.154, -0.445, -1.396], [0.628, 0.302, -0.505], [-0.353, -0.435, 1.024], [0.729, -0.176, 1.213], [-2.258, 0.370, 0.582], [0.030, -0.160, 1.360], [-0.707, 0.277, 0.824], [0.497, -0.402, -0.378], [0.535, 0.270, -0.030], [0.982, 1.572, -0.202], [-0.247, -0.155, -0.138], [-1.617, 0.652, -1.810], [1.751, -1.361, -0.081], [-2.350, 1.137, -0.836], [1.148, 0.903, -2.020], [-0.804, -0.179, -0.257], [1.290, 1.144, -0.330], [0.889, 1.214, 0.899], [-0.162, 0.980, 0.121], [-0.142, 1.039, -0.654], [0.148, -0.827, 0.880], [-2.294, 0.769, 0.779], [-0.019, -0.414, -0.449], [-1.234, 1.005, -0.732], [0.779, -0.555, 0.298], [1.879, -0.528, 0.403], [2.634, -2.388, -1.437], [1.511, -1.063, -1.695], [-0.124, 0.841, 0.431], [-0.777, 1.575, -0.814], [2.722, -1.664, -1.356], [0.869, 0.224, 1.867], [-0.515, 1.067, 0.888], [-1.754, -2.082, -1.289], [-1.011, -1.916, -0.011], [-1.798, 0.225, 1.490], [-0.610, 0.642, -0.554], [1.292, -1.011, 0.777], [1.054, -0.676, 0.663], [1.602, 0.322, 0.133], [0.516, 1.005, 0.489], [0.150, -0.263, -0.128], [0.415, 0.242, -0.076], [-0.703, 0.342, 0.824], [-0.469, 0.042, -0.208], [0.196, 0.360, -0.236], [-0.654, 0.703, 0.157], [-0.347, 0.344, -0.062], [-0.465, -0.092, 0.046], [-0.116, 0.200, -0.242], [-0.505, 0.157, -0.485], [-0.336, -0.079, 0.037], [-0.293, -1.066, 0.563], [-1.247, -0.993, -0.060], [-1.130, 0.581, 0.449], [-0.681, 0.024, -0.496], [-0.015, 0.546, 0.165], [0.232, -0.045, 0.370], [-0.114, -1.237, 1.299], [-0.005, 0.030, 0.483], [-0.225, -0.099, -0.119], [0.789, -0.471, 0.952], [-0.270, 0.126, -0.127], [0.029, -0.681, -0.123], [-0.174, 0.101, -1.001], [-0.184, -0.012, -0.178]],
  "total_charge": 2,
  "e_homo_ha": [-0.47308, -0.52135],
  "spin_multiplicity": 6
}

Entry 4:
{
  "formula": "C5H7NO",
  "method": "ωB97M-V with the def2-TZVPD basis set",
  "species": ["O", "N", "C", "C", "C", "C", "C", "H", "H", "H", "H", "H", "H", "H"],
  "xyz": [[0.576, -1.804, -0.587], [2.082, -0.627, 0.764], [0.821, -0.852, 0.090], [1.919, 0.488, 1.373], [-0.120, 0.309, 0.396], [0.580, 1.126, 1.184], [-1.513, 0.365, -0.123], [-2.026, 1.271, 0.211], [2.712, 0.916, 1.983], [-1.524, 0.333, -1.218], [-2.078, -0.508, 0.222], [0.271, 2.066, 1.625], [-0.621, -1.658, -2.689], [-1.078, -1.425, -3.229]],
  "forces_ev_per_a": [[0.000, -0.028, 0.012], [-0.053, 0.297, 0.153], [-0.009, 0.123, 0.094], [0.102, -0.215, -0.093], [0.053, 0.104, 0.124], [-0.184, -0.111, -0.141], [-0.032, 0.055, 0.004], [0.083, -0.130, -0.048], [-0.084, -0.048, -0.089], [0.037, -0.007, 0.164], [0.082, 0.103, -0.057], [0.040, -0.140, -0.060], [-0.075, 0.025, -0.068], [0.040, -0.026, 0.005]],
  "smiles": "CC1=CC=NC1=O.[H][H]",
  "total_charge": 0,
  "e_homo_ha": -0.37000,
  "spin_multiplicity": 1
}

Calculated E in order - -338.3695; -720.1464; -6472.4338; -324.6503 a.u.